Formula: C28H43IrNOP2
Source: the Open Molecules 2025 dataset
Level of theory: wB97M-V/def2-TZVPD

Output
- Molar mass: 663.8 g mol⁻¹
- HOMO energy: -9.95 eV
- LUMO: -3.794 eV
- Frontier orbital gap: 6.2 eV

The geometry in ORCA input format:
```
! RIJCOSX wB97M-V def2-TZVPD def2/J DEFGRID3
* xyz 1 1
Ir 0.20 0.31 -1.18
C 4.33 1.18 -1.50
C 3.88 -0.27 -1.70
C 5.02 -1.26 -1.47
P 2.30 -0.63 -0.80
C 2.16 -2.46 -0.87
C 1.92 -2.91 -2.31
C 1.06 -2.99 0.06
C 2.40 -0.27 0.95
C 3.56 -0.33 1.73
C 3.52 -0.24 3.11
C 4.77 -0.24 3.94
C 2.25 -0.20 3.70
C 1.09 -0.13 2.95
C 1.14 -0.04 1.55
N 0.00 0.20 0.76
C -1.18 0.86 1.28
C -1.17 1.67 2.41
C -2.33 2.29 2.85
C -3.54 2.15 2.18
C -4.79 2.83 2.66
C -3.53 1.39 1.02
C -2.38 0.78 0.54
P -2.20 -0.09 -1.02
C -2.76 -1.81 -0.65
C -4.04 -1.89 0.17
C -2.84 -2.67 -1.91
C -3.25 0.54 -2.41
C -4.66 1.03 -2.10
C -2.50 1.61 -3.22
H 5.22 1.37 -2.10
H 4.59 1.39 -0.46
H 3.56 1.88 -1.81
H 3.57 -0.36 -2.75
H 5.37 -1.28 -0.44
H 5.87 -0.97 -2.10
H 4.75 -2.28 -1.76
H 3.13 -2.82 -0.52
H 0.95 -2.55 -2.66
H 1.90 -4.00 -2.37
H 2.68 -2.55 -3.00
H 0.10 -2.52 -0.16
H 1.29 -2.81 1.11
H 0.96 -4.06 -0.09
H 4.52 -0.47 1.25
H 5.63 0.08 3.36
H 4.98 -1.23 4.34
H 4.68 0.44 4.79
H 2.17 -0.23 4.78
H 0.14 -0.17 3.46
H -0.25 1.86 2.94
H -2.28 2.91 3.73
H -4.71 3.11 3.71
H -5.66 2.19 2.54
H -4.97 3.74 2.09
H -4.45 1.30 0.46
H -1.94 -2.20 -0.03
H -4.90 -1.48 -0.37
H -3.96 -1.37 1.13
H -4.26 -2.94 0.38
H -3.73 -2.42 -2.50
H -2.92 -3.72 -1.64
H -1.97 -2.56 -2.55
H -3.32 -0.35 -3.04
H -4.63 1.98 -1.57
H -5.25 0.32 -1.52
H -5.19 1.20 -3.04
H -2.51 2.57 -2.71
H -2.99 1.74 -4.19
H -1.46 1.34 -3.42
C 1.59 2.98 -0.57
C 0.32 2.29 -0.97
O -0.75 2.81 -1.02
H 1.33 3.88 -0.02
H 2.15 3.25 -1.46
H 2.21 2.32 0.04
*
```



Formula: C28H43N4O12
Source: the Open Molecules 2025 dataset
Level of theory: wB97M-V/def2-TZVPD

Output
- Molar mass: 627.7 g mol⁻¹
- HOMO energy: -11.79 eV
- LUMO: -4.099 eV
- Frontier orbital gap: 7.7 eV

The geometry in ORCA input format:
```
! RIJCOSX wB97M-V def2-TZVPD def2/J DEFGRID3
* xyz 1 1
C -2.28 3.58 -0.79
C -1.74 2.25 -1.22
N -0.88 1.38 -0.32
C -0.18 0.05 -0.63
N 0.54 -0.42 0.65
C 0.18 0.71 1.58
N 0.46 0.94 2.91
N -0.69 1.81 0.98
H -1.80 4.25 0.07
H -3.20 3.99 -1.42
H -1.93 1.86 -2.33
H -0.18 -0.52 -1.67
H 0.07 1.80 3.40
H 0.99 0.22 3.45
H -1.03 2.64 1.51
O -0.21 4.77 -4.22
C 0.63 4.02 -3.75
O 0.35 2.96 -2.93
C 1.58 2.38 -2.49
C 2.61 2.80 -3.50
C 2.11 4.15 -3.94
H 1.80 2.76 -1.49
H 1.47 1.29 -2.44
H 3.63 2.81 -3.10
H 2.59 2.11 -4.35
H 2.49 4.95 -3.29
H 2.36 4.35 -4.98
O 2.24 -0.28 5.61
C 1.49 -1.18 5.95
O 0.44 -1.62 5.20
C -0.29 -2.60 5.94
C 0.69 -3.12 6.97
C 1.54 -1.91 7.25
H -1.16 -2.12 6.40
H -0.63 -3.39 5.27
H 0.20 -3.53 7.86
H 1.30 -3.91 6.53
H 1.11 -1.29 8.04
H 2.57 -2.20 7.50
O -0.93 -5.23 7.92
C -0.39 -6.30 7.65
O 0.09 -6.62 6.42
C 0.54 -7.98 6.43
C 0.80 -8.29 7.88
C -0.22 -7.45 8.60
H -0.25 -8.61 6.01
H 1.44 -8.08 5.82
H 0.73 -9.36 8.11
H 1.81 -7.96 8.16
H -1.18 -7.97 8.70
H 0.14 -7.11 9.57
O 5.03 3.86 -5.40
C 5.13 5.07 -5.37
O 4.10 5.95 -5.58
C 4.61 7.28 -5.58
C 5.90 7.21 -4.81
C 6.41 5.83 -5.14
H 4.76 7.60 -6.61
H 3.89 7.95 -5.10
H 6.61 8.01 -5.08
H 5.70 7.28 -3.73
H 7.00 5.82 -6.06
H 6.97 5.40 -4.31
O -4.89 -5.04 -0.33
C -4.48 -3.89 -0.33
O -3.91 -3.28 0.75
C -3.66 -1.91 0.43
C -3.60 -1.85 -1.07
C -4.58 -2.93 -1.48
H -4.47 -1.30 0.85
H -2.71 -1.60 0.89
H -3.85 -0.86 -1.47
H -2.60 -2.12 -1.42
H -5.60 -2.55 -1.54
H -4.28 -3.40 -2.41
O -5.47 0.55 -4.03
C -4.39 0.63 -4.59
O -3.20 0.79 -3.95
C -2.16 0.95 -4.91
C -2.70 0.33 -6.18
C -4.18 0.60 -6.07
H -1.96 2.02 -5.03
H -1.26 0.45 -4.57
H -2.25 0.74 -7.08
H -2.53 -0.75 -6.17
H -4.45 1.58 -6.49
H -4.77 -0.19 -6.54
*
```



Formula: C28H44As2F6N4O2PRbS5
Source: the Open Molecules 2025 dataset
Level of theory: wB97M-V/def2-TZVPD

Output
- Molar mass: 1009.3 g mol⁻¹
- HOMO energy (spin up / spin down): -4.16 / -5.30 eV
- LUMO (spin up / spin down): 1.806 / 1.311 eV
- Frontier orbital gap (spin up / spin down): 6.0 / 6.6 eV

The geometry in ORCA input format:
```
! RIJCOSX wB97M-V def2-TZVPD def2/J DEFGRID3
* xyz -1 2
Rb 0.93 -1.01 0.07
C -0.35 -1.35 -3.49
C 0.41 -2.66 -3.41
N 0.57 -3.15 -2.04
C 1.70 -4.04 -1.89
C 3.02 -3.29 -2.06
C 4.16 -3.95 -2.48
C 5.33 -3.23 -2.63
C 5.32 -1.87 -2.37
C 4.13 -1.29 -1.93
C 4.12 0.19 -1.56
N 2.81 0.79 -1.43
C 2.21 1.32 -2.65
C 1.46 0.29 -3.48
N 0.31 -0.25 -2.79
N 3.02 -1.99 -1.79
H -1.34 -1.48 -3.04
H -0.50 -1.12 -4.56
H 1.41 -2.53 -3.83
H -0.10 -3.39 -4.05
H -0.29 -3.58 -1.72
H 1.70 -4.89 -2.59
H 1.68 -4.46 -0.88
H 4.13 -5.01 -2.70
H 6.24 -3.71 -2.96
H 6.21 -1.27 -2.48
H 4.75 0.73 -2.29
H 4.61 0.26 -0.59
H 2.83 1.50 -0.72
H 2.96 1.80 -3.30
H 1.50 2.10 -2.35
H 2.14 -0.53 -3.72
H 1.19 0.76 -4.45
H -0.38 0.47 -2.60
C -2.22 3.95 -2.14
As -1.05 3.05 -0.86
C 0.33 4.47 -0.86
C -1.91 3.61 0.82
C -3.09 4.35 0.80
C -3.69 4.78 1.98
C -3.09 4.50 3.19
C -1.92 3.75 3.22
C -1.33 3.29 2.05
As 0.20 2.05 2.13
C 1.61 3.26 2.77
C -0.15 1.22 3.87
H -2.34 5.02 -1.92
H -3.19 3.45 -2.16
H -1.77 3.84 -3.13
H -0.10 5.43 -0.57
H 0.75 4.55 -1.86
H 1.13 4.21 -0.17
H -3.58 4.58 -0.14
H -4.62 5.33 1.94
H -3.54 4.84 4.12
H -1.48 3.51 4.18
H 1.28 3.81 3.64
H 1.90 3.96 1.99
H 2.47 2.64 3.03
H -0.10 1.96 4.67
H 0.62 0.47 4.03
H -1.13 0.75 3.86
S -8.30 -1.41 0.02
C -6.73 -1.41 -0.49
S -5.76 -2.83 -0.60
C -4.26 -2.11 -1.18
C -4.32 -0.70 -1.35
S -3.09 0.32 -1.82
S -5.87 0.01 -0.93
S -2.96 -3.11 -1.43
C -0.39 -4.08 1.62
O -1.54 -3.26 1.65
C -1.44 -2.19 2.56
C -2.84 -1.69 2.90
O -3.50 -0.99 1.89
C -3.12 0.37 1.81
H -0.10 -4.39 2.62
H 0.48 -3.59 1.16
H -0.65 -4.96 1.03
H -0.82 -1.38 2.15
H -0.96 -2.52 3.49
H -2.77 -1.07 3.81
H -3.45 -2.56 3.13
H -3.21 0.86 2.79
H -3.78 0.86 1.10
H -2.09 0.49 1.45
F 2.07 -0.44 2.35
P 3.39 -1.36 2.72
F 3.70 -1.47 1.12
F 2.44 -2.67 2.58
F 4.66 -2.27 3.05
F 3.02 -1.23 4.28
F 4.28 -0.02 2.79
*
```



Formula: C28H44BrHgN3P2
Source: the Open Molecules 2025 dataset
Level of theory: wB97M-V/def2-TZVPD

Output
- Molar mass: 765.1 g mol⁻¹
- HOMO energy (spin up / spin down): -13.30 / -13.30 eV
- LUMO (spin up / spin down): -8.626 / -8.627 eV
- Frontier orbital gap (spin up / spin down): 4.7 / 4.7 eV

The geometry in ORCA input format:
```
! RIJCOSX wB97M-V def2-TZVPD def2/J DEFGRID3
* xyz 2 1
C -5.33 3.24 -4.60
C -3.88 3.22 -4.54
C -3.20 4.14 -5.38
C -3.93 4.81 -6.39
N -5.25 4.72 -6.52
C -5.93 3.95 -5.65
C -3.10 2.35 -3.69
C -2.67 1.46 -2.98
C -2.31 0.27 -2.31
C -2.73 -0.10 -1.03
C -2.13 -1.19 -0.38
C -0.97 -1.80 -0.98
C -0.76 -1.62 -2.39
C -1.41 -0.56 -3.00
Hg 0.45 0.37 -0.21
P 0.67 0.68 2.34
H -2.12 4.35 -5.28
H -5.99 2.71 -3.87
H -3.42 5.42 -7.13
H -7.01 3.92 -5.85
H -1.10 -0.27 -4.01
H -3.41 0.52 -0.47
H 0.09 -2.03 -2.95
H -2.37 -1.28 0.68
C 1.78 -0.05 3.64
C 2.62 0.82 4.61
H 2.35 -0.84 3.12
H 1.09 -0.64 4.27
H 3.10 0.14 5.34
H 3.39 1.44 4.11
H 1.89 1.46 5.15
C 1.15 2.34 1.99
C -0.03 3.27 1.91
H 1.70 2.33 1.04
H 1.80 2.50 2.83
H 0.31 4.09 1.28
H -0.98 2.94 1.46
H -0.25 3.67 2.91
C -1.00 0.65 2.93
C -1.16 1.30 4.28
H -1.28 -0.41 3.16
H -1.71 0.96 2.16
H -2.20 1.30 4.57
H -0.59 0.75 5.03
H -0.79 2.31 4.27
Br -0.07 -3.14 -0.06
P 3.47 -0.76 -1.53
C 3.48 0.23 0.01
C 4.80 0.84 0.46
H 3.12 -0.39 0.83
H 2.77 1.04 -0.26
H 4.56 1.66 1.17
H 5.41 0.08 0.96
H 5.39 1.22 -0.37
C 2.95 -2.46 -1.23
C 3.88 -3.51 -1.78
H 1.97 -2.50 -1.69
H 2.74 -2.60 -0.16
H 3.60 -4.48 -1.34
H 3.78 -3.48 -2.86
H 4.89 -3.24 -1.53
C 2.20 0.06 -2.63
C 2.85 1.02 -3.65
H 1.53 0.65 -1.94
H 1.58 -0.70 -3.15
H 2.10 1.26 -4.44
H 3.17 1.93 -3.13
H 3.73 0.54 -4.09
C -2.91 -4.62 3.48
N -1.47 -4.38 3.39
C -0.54 -5.47 3.64
C -1.03 -3.18 3.43
N -0.78 -2.06 3.40
H -3.11 -5.57 3.95
H -3.34 -4.54 2.50
H -3.33 -3.81 4.06
H 0.04 -5.69 2.73
H 0.20 -5.18 4.39
H -1.05 -6.37 3.96
*
```



Energy above the lowest of the compared OMol25 structures with the same formula, charge and spin, respectively: 169.3; 602.5; 76.6; 677.8 kJ/mol.
Energy, respectively: -2009.576080; -2214.257693; -8890.291828; -4666.945158 hartree.
Strongest force on any atom, respectively: 1.76; 7.42; 0.70; 2.62 eV/Å.